Formula: C11H24BNO3PS
Source: the Open Molecules 2025 dataset
Level of theory: the ωB97M-V functional and the def2-TZVPD basis

Each atom is followed by the atoms it is bonded to, with distances in Å.
Cartesian coordinates (Å):
1 S 1.954 -1.792 -3.487  P2 1.937
2 P 0.165 -1.439 -2.834  S1 1.937, C9 1.840, H25 1.412, H35 1.407
3 O 0.474 -2.720 0.070  B18 1.394, H41 0.960
4 O -1.872 2.480 0.930  N6 1.275
5 O 2.091 -0.947 0.104  C15 1.433, B18 1.349
6 N -1.377 1.610 0.140  O4 1.275, C8 1.484, C12 1.496
7 C 0.382 0.901 -1.470  C9 1.533, C12 1.537, H28 1.096, H37 1.092
8 C -1.928 0.241 0.296  N6 1.484, C14 1.531, C16 1.528, C17 1.530
9 C -0.033 -0.556 -1.231  P2 1.840, C7 1.533, C17 1.531, B18 1.596
10 C -0.037 3.305 -0.968  C12 1.529, H20 1.091, H24 1.088, H39 1.091
11 C 0.978 1.892 0.813  C12 1.532, H22 1.090, H26 1.090, H29 1.089
12 C 0.000 1.900 -0.366  N6 1.496, C7 1.537, C10 1.529, C11 1.532
13 C 2.632 -1.891 2.307  C15 1.529, H32 1.089, H33 1.090, H42 1.092
14 C -1.422 -0.360 1.610  C8 1.531, H30 1.092, H31 1.092, H40 1.090
15 C 3.027 -1.747 0.838  O5 1.433, C13 1.529, H21 1.090, H34 1.088
16 C -3.450 0.358 0.335  C8 1.528, H23 1.088, H27 1.092, H38 1.090
17 C -1.528 -0.613 -0.909  C8 1.530, C9 1.531, H19 1.098, H36 1.093
18 B 0.891 -1.433 -0.270  O3 1.394, O5 1.349, C9 1.596
19 H -2.112 -0.272 -1.774  C17 1.098
20 H -0.686 3.340 -1.844  C10 1.091
21 H 3.099 -2.720 0.352  C15 1.090
22 H 0.555 2.474 1.632  C11 1.090
23 H -3.799 0.728 1.297  C16 1.088
24 H -0.409 4.013 -0.230  C10 1.088
25 H -0.665 -0.663 -3.671  P2 1.412
26 H 1.921 2.348 0.508  C11 1.090
27 H -3.900 -0.621 0.153  C16 1.092
28 H -0.089 1.249 -2.396  C7 1.096
29 H 1.207 0.886 1.163  C11 1.089
30 H -1.880 -1.340 1.766  C14 1.092
31 H -0.335 -0.467 1.627  C14 1.092
32 H 3.476 -1.707 2.972  C13 1.089
33 H 2.241 -2.885 2.525  C13 1.090
34 H 3.985 -1.241 0.732  C15 1.088
35 H -0.652 -2.570 -2.651  P2 1.407
36 H -1.836 -1.641 -0.701  C17 1.093
37 H 1.461 0.963 -1.623  C7 1.092
38 H -3.798 1.047 -0.434  C16 1.090
39 H 0.969 3.600 -1.267  C10 1.091
40 H -1.698 0.292 2.438  C14 1.090
41 H 0.134 -2.843 0.960  O3 0.960
42 H 1.863 -1.158 2.560  C13 1.092

Results
Strongest force on any atom in eV/Å: 0.26
Gap between HOMO and LUMO (alpha / beta) in eV: 8.566 / 9.205
HOMO level (alpha / beta) in eV: -8.16 / -8.81
Spin multiplicity: 2

These are the natural (NBO) partial charges, in e, on atoms 1 to 6:
1 S -0.5567
2 P 0.9095
3 O -0.9760
4 O -0.4147
5 O -0.7382
6 N 0.0284